Here is 6 unconnected molecules or ions with the total composition C23H53N5O7Si from OMol25. Energies are from wB97M-V/def2-TZVPD.

Values from the calculation:
SMILES: CC(=O)OCCCCCC[SiH3].CN(C)C=O.CN(C)C=O.CN(C)C=O.CN(C)C=O.CN(C)C=O
Energy relative to the best compared isomer or geometry (same formula, charge and spin), kcal per mole: 11.7
HOMO energy, eV: -8.556

The geometry in ORCA input format:
```
! RIJCOSX wB97M-V def2-TZVPD def2/J DEFGRID3
* xyz 0 1
C -3.912 6.688 2.682
C -2.618 6.339 3.367
O -1.691 7.033 3.282
O -2.552 5.229 4.138
C -3.130 4.068 3.496
C -2.508 2.808 4.006
C -3.211 1.518 3.559
C -3.845 1.537 2.157
C -3.367 0.386 1.233
C -2.717 0.994 -0.032
Si -0.972 1.639 0.358
H -3.908 7.706 2.345
H -4.748 6.471 3.338
H -4.021 6.024 1.834
H -2.911 4.133 2.435
H -4.214 4.077 3.570
H -2.570 2.845 5.091
H -1.449 2.784 3.797
H -2.464 0.736 3.557
H -3.916 1.223 4.322
H -4.916 1.419 2.260
H -3.685 2.453 1.608
H -2.602 -0.211 1.714
H -4.220 -0.198 0.912
H -2.734 0.282 -0.851
H -3.291 1.845 -0.374
H -0.699 1.299 1.778
H -0.026 0.925 -0.507
H -0.836 3.103 0.209
C -6.283 1.890 -2.022
O -5.636 2.238 -1.053
N -5.780 1.715 -3.258
C -6.604 1.298 -4.375
C -4.361 1.953 -3.473
H -7.367 1.684 -1.962
H -6.231 0.354 -4.779
H -6.575 2.056 -5.161
H -7.634 1.162 -4.054
H -3.774 1.292 -2.836
H -4.116 2.984 -3.214
H -4.111 1.770 -4.515
C 1.334 -1.197 -2.548
O 0.300 -0.729 -2.098
N 2.492 -1.276 -1.880
C 3.689 -1.839 -2.473
C 2.546 -0.773 -0.509
H 1.397 -1.601 -3.576
H 4.021 -2.688 -1.883
H 4.475 -1.078 -2.484
H 3.496 -2.164 -3.495
H 1.826 -1.318 0.105
H 2.281 0.281 -0.500
H 3.539 -0.900 -0.104
C -0.007 -3.916 1.366
O 0.687 -2.973 1.698
N 0.086 -4.570 0.195
C -0.775 -5.686 -0.133
C 1.086 -4.138 -0.774
H -0.795 -4.323 2.025
H -0.172 -6.579 -0.315
H -1.351 -5.458 -1.033
H -1.463 -5.886 0.685
H 2.079 -4.213 -0.334
H 0.903 -3.100 -1.040
H 1.036 -4.760 -1.664
C 4.529 1.800 1.767
O 4.107 0.750 1.318
N 3.891 2.545 2.685
C 4.436 3.791 3.187
C 2.608 2.078 3.189
H 5.491 2.236 1.443
H 4.580 3.725 4.267
H 3.748 4.611 2.970
H 5.394 4.002 2.715
H 2.728 1.098 3.653
H 1.900 1.979 2.365
H 2.220 2.783 3.919
C 4.796 -4.939 -2.838
O 4.240 -4.988 -1.757
N 6.015 -5.442 -3.096
C 6.624 -5.359 -4.409
C 6.743 -6.091 -2.017
H 4.327 -4.470 -3.720
H 6.828 -6.362 -4.788
H 7.563 -4.805 -4.348
H 5.958 -4.848 -5.102
H 6.166 -6.934 -1.637
H 6.897 -5.386 -1.199
H 7.705 -6.442 -2.380
*
```